No. 1
{"formula": "C26H72N2O18", "method": "the ωB97M-V functional and the def2-TZVPD basis", "gap_ha": 0.352, "smiles": "COCCNCCOC.COCCNCCOC.OCCO.OCCO.OCCO.OCCO.OCCO.OCCO.OCCO", "elements": ["H", "C", "C", "C", "H", "H", "H", "C", "H", "H", "H", "O", "H", "H", "H", "H", "H", "H", "H", "C", "H", "C", "H", "H", "C", "O", "H", "H", "H", "H", "H", "H", "O", "H", "C", "O", "C", "H", "H", "H", "O", "C", "H", "C", "H", "O", "H", "H", "H", "O", "C", "H", "C", "H", "H", "C", "O", "C", "N", "O", "H", "H", "O", "H", "H", "H", "C", "C", "C", "H", "H", "H", "H", "N", "O", "H", "H", "H", "C", "H", "H", "H", "H", "H", "H", "H", "H", "O", "H", "H", "H", "H", "H", "H", "C", "O", "O", "H", "O", "H", "O", "C", "H", "H", "C", "C", "O", "H", "H", "C", "H", "C", "H", "C", "H", "H", "H", "O"], "coordinates": [[0.8704, 0.7664, 3.5199], [-4.2080, -1.5249, 0.5673], [3.3067, 0.4306, 5.1369], [0.7486, -5.1312, -1.1649], [-4.0201, -0.4436, -2.1489], [-3.4505, -0.9841, 1.1413], [2.8122, -0.8368, 2.7153], [2.3952, 4.2889, -0.3874], [-3.4526, -3.3745, -4.3423], [-4.1730, 3.1348, -5.2069], [3.3901, -0.9920, -1.7789], [-0.3917, 2.5694, -4.2315], [0.5875, -1.1011, -1.3960], [-5.7190, 1.3800, -1.8498], [2.2854, 5.6766, -1.7566], [-4.9368, -1.9839, 1.2415], [-1.8712, -1.3361, -2.7721], [2.1480, -4.4664, -0.0128], [3.3643, 3.9068, -0.7220], [-3.3216, -2.6799, -3.5068], [0.8789, -1.8228, 3.7939], [-0.5293, 0.5926, -0.9232], [0.3877, -6.6478, 1.4236], [-4.4534, 4.7180, -4.5521], [-0.0452, -0.8023, -0.5509], [2.1125, -4.8449, -0.9097], [-2.4691, 0.6046, -0.4263], [1.8206, 0.4470, 0.5740], [-2.6161, -4.3879, 0.2440], [2.5549, -1.0903, 0.4186], [1.3715, 0.9209, -5.4199], [-5.7011, -1.1602, -0.8889], [-1.6192, 0.9695, -0.0965], [-4.4130, 2.0763, -0.7513], [3.3288, -0.1390, 2.0518], [-3.5915, -2.5975, -0.1469], [-3.9390, 2.0160, -2.8739], [1.0401, 3.8854, -4.7967], [0.6123, 2.2853, 1.8582], [1.2349, -0.8808, 6.0303], [-0.0240, 0.8530, 3.1644], [-2.8463, -3.4284, 0.7081], [3.2991, 4.7604, 1.4970], [2.7997, -0.0354, 0.6245], [2.9903, 6.1667, 0.4222], [1.7211, 4.9626, -1.4456], [-0.7974, 0.7808, -1.9669], [-2.8726, 1.9414, -2.6368], [-1.9064, -2.9738, 1.0269], [0.6796, -0.8040, 0.6637], [-1.8717, -2.2994, -3.2901], [-3.7418, -3.1735, -2.6250], [3.4075, 0.0876, -1.6155], [0.6175, -5.2190, -2.2439], [0.2642, 1.3027, -0.6581], [3.9237, 1.2519, 4.0181], [1.9900, 0.9344, 5.3139], [1.2380, 0.1854, 6.2624], [-4.0733, 0.1325, -1.3109], [3.8165, 0.3292, -0.2821], [4.1184, 0.5842, -2.2760], [1.3174, -2.2854, 1.2083], [1.7543, -3.1569, 1.3430], [0.1742, -4.3078, -0.7358], [3.8834, 2.2885, 4.3693], [-4.8608, -1.8402, -4.2520], [-0.1754, 2.1719, 2.6192], [0.9880, 2.8375, -4.4891], [-4.9399, -0.5766, -0.3528], [0.9678, -7.2050, -0.5751], [-1.3287, -3.0192, -2.6777], [-5.5233, 0.1192, 0.2518], [-2.8638, 4.0327, -4.3804], [3.2761, 1.1897, 2.7042], [1.3413, -3.4131, 4.9804], [1.8408, -4.5904, 2.7898], [-0.3731, 4.1222, 3.1575], [-3.4028, -3.7654, 1.5909], [0.0187, 3.2436, 3.6776], [-0.6332, -6.7719, -1.0943], [3.8514, 0.5507, 6.0771], [-0.8802, -1.5042, -0.4856], [2.5724, -2.3321, 3.7528], [-0.7046, 3.0735, 4.4867], [0.2224, 0.5719, 6.2831], [0.6744, 5.5764, 0.8260], [5.0091, 1.1182, 3.9103], [-4.3959, 3.3245, -3.1046], [3.2773, -0.6303, 4.8604], [2.4472, 0.5593, -1.8490], [-4.2501, 1.3238, -3.6623], [-1.1011, 2.2013, 2.0467], [2.6121, 2.1761, -5.5900], [1.5153, 2.1046, -7.5911], [1.3272, -3.6475, 2.5995], [-1.0662, -2.2773, -4.4870], [1.3695, 5.4238, 1.4770], [4.3715, -0.4892, 1.9950], [0.9741, 2.3627, -6.8441], [1.6426, 2.3842, 4.4215], [-4.1090, -1.4950, -3.7606], [1.5308, 1.9888, -5.6100], [0.2754, -0.0688, 1.1612], [2.1867, -3.5359, 5.4146], [-4.6548, 1.4594, -1.6158], [0.2175, -6.4134, -0.5059], [-0.1711, -6.1368, 0.8341], [-1.2848, -1.4211, -4.8797], [1.8099, 3.4576, 0.0068], [-3.9272, 3.7789, -4.3590], [0.2665, -3.9279, 2.5933], [1.5367, -2.6915, 3.7461], [1.5817, 2.6777, -3.5862], [2.5891, 5.2193, 0.8084], [3.9224, 1.6762, 2.0842], [1.6653, 0.3172, 7.2607], [-0.7247, 3.1097, -3.5103], [1.2990, 3.2817, 4.2073]]}


No. 2
{"formula": "C3H5BrO", "method": "the ωB97M-V functional and the def2-TZVPD basis", "gap_ha": 0.383, "smiles": "C[C@H]1O[C@@H]1Br", "elements": ["O", "Br", "H", "H", "H", "H", "C", "C", "H", "C"], "coordinates": [[0.7768, -1.2161, -0.3080], [3.0772, 0.2499, 0.0193], [-1.2836, 1.1478, 0.0306], [0.7314, 0.6886, -1.3636], [-2.1710, -0.1827, 0.7031], [0.3671, -0.1175, 1.5937], [1.1980, 0.0797, -0.5627], [0.0859, -0.3124, 0.6009], [-1.4844, -0.4249, -0.8208], [-1.2973, 0.0874, 0.1074]]}


Respective energy relative to the best compared isomer or geometry (same formula, charge and spin) values: 50.2; 35.3 kcal/mol.
Respective maximum force values: 4.19; 5.17 eV/A.
Respective E_LUMO values: 0.0197; 0.0321 hartree.